68
Properties=species:S:1:pos:R:3 method="wB97M-V/def2-TZVPD" e_homo_ev=-1.96 de_lowest_kcal_mol=86.2 total_charge=-1 homo_lumo_gap_ev=3.98 lumo_ev=2.015
C -11.9335 -0.8612 -20.8812
O -11.2436 -1.5060 -19.8987
H -12.8751 -0.3244 -20.7656
H -11.2437 -0.2455 -21.4584
H -12.2859 -1.5628 -21.6373
C -12.6227 6.2214 -26.6713
C -13.5991 5.6934 -25.6628
O -13.9416 4.3475 -25.7677
H -11.6034 5.9198 -26.4300
H -12.6899 7.3093 -26.6565
H -12.7175 5.8789 -27.7017
H -14.5506 6.2233 -25.7063
H -13.1655 5.8696 -24.6784
H -13.3110 3.8782 -25.2166
C -14.2413 -9.0771 -22.3217
C -13.5263 -7.8011 -22.0878
O -13.5671 -7.3620 -20.6809
H -15.3232 -8.9467 -22.3436
H -13.9523 -9.8216 -21.5798
H -13.9036 -9.5087 -23.2640
H -13.9185 -6.9360 -22.6225
H -12.5687 -8.0927 -22.5191
H -13.1278 -6.5174 -20.5576
C -19.8697 -0.5812 -20.6752
C -21.2369 0.0777 -20.8283
O -21.7886 -0.1809 -22.0925
H -19.1728 -0.3369 -21.4769
H -19.8277 -1.6666 -20.5845
H -19.3155 -0.3017 -19.7792
H -21.1509 1.1418 -20.6083
H -22.0491 -0.1468 -20.1369
H -21.1440 0.1864 -22.7016
C -5.5031 -1.9456 -13.4279
C -6.9504 -2.0143 -13.0735
O -7.6533 -2.8236 -13.9475
H -5.3708 -1.2010 -14.2128
H -5.1580 -2.8872 -13.8552
H -4.8918 -1.6959 -12.5607
H -7.4739 -1.0586 -13.0448
H -6.9590 -2.5802 -12.1419
H -7.7767 -2.4677 -14.8306
C -5.5153 4.5315 -18.0197
C -6.5164 3.5962 -18.6899
O -6.9915 2.8964 -17.6246
H -4.9634 4.9988 -18.8354
H -4.8145 3.9665 -17.4052
H -5.9704 5.2889 -17.3814
H -6.1419 2.8142 -19.3505
H -7.4095 4.1050 -19.0527
H -7.5856 2.1679 -17.8190
C -13.5956 1.5927 -11.9855
C -13.3723 1.6384 -13.5708
O -14.4072 0.8798 -14.1803
H -14.6204 1.8006 -11.6779
H -13.0437 2.4231 -11.5452
H -13.3272 0.6448 -11.5190
H -12.3256 1.4172 -13.7795
H -13.5149 2.6753 -13.8749
H -14.0274 0.7418 -15.0511
C -5.8149 3.1349 -25.5544
C -5.0762 4.4010 -25.5253
O -4.1190 4.5835 -26.5974
H -5.1005 2.3273 -25.3941
H -6.0704 2.7656 -26.5476
H -6.7732 3.1436 -25.0352
H -4.5670 4.5001 -24.5667
H -5.7347 5.2696 -25.5300
H -4.4649 5.2162 -27.2311



85
Properties=species:S:1:pos:R:3 method="wB97M-V/def2-TZVPD" e_homo_ev=-10.96 total_charge=+1 homo_lumo_gap_ev=6.23 lumo_ev=-4.729
Ag 0.9984 -6.7431 -27.7056
Ag 0.0371 -8.7486 -25.0199
Ag 3.8631 -8.7308 -28.2032
O 2.0796 -8.4742 -26.2491
C 3.0361 -8.2771 -25.2344
C 4.3300 -7.4259 -25.5115
O 5.2458 -7.8101 -26.4534
H 3.3010 -9.2666 -24.8194
H 2.4230 -7.8957 -24.4077
H 4.7364 -7.3069 -24.4989
H 3.8272 -6.4796 -25.7758
C 2.5247 -4.1053 -26.0225
C 2.3742 -4.0161 -27.5494
C 3.2722 -2.8841 -28.0679
O 3.4952 -2.9629 -29.4711
C 2.3722 -2.5847 -30.2167
N 2.9060 -5.2784 -28.1534
H 2.0389 -5.0127 -25.6589
H 2.1015 -3.1854 -25.6234
H 3.5931 -4.1872 -25.8251
H 1.3192 -4.0180 -27.8242
H 4.2134 -2.9352 -27.5202
H 2.8750 -1.8997 -27.8026
H 2.5301 -2.4347 -31.2828
H 1.9921 -1.6133 -29.8747
H 1.5128 -3.2562 -30.0991
H 3.4251 -5.0750 -29.0048
H 3.5715 -5.7568 -27.5501
C -0.9946 -9.3110 -20.6667
C -0.9293 -9.1365 -22.1856
C -2.2605 -8.6777 -22.8434
O -2.1836 -9.0101 -24.2094
C -3.3814 -8.7982 -24.9661
N 0.2323 -8.3638 -22.6312
H -0.1651 -9.9083 -20.2922
H -1.8777 -9.9194 -20.4446
H -1.1682 -8.4014 -20.0912
H -0.6816 -10.1112 -22.6187
H -2.4546 -7.6102 -22.6798
H -3.0801 -9.1474 -22.2919
H -3.5418 -9.7661 -25.4481
H -3.1753 -8.0818 -25.7601
H -4.3000 -8.6021 -24.4166
H 0.2131 -7.4396 -22.1987
H 1.0550 -8.7460 -22.1592
C 0.6159 -11.8167 -26.6372
O -0.2349 -11.0955 -26.1101
N 0.4183 -13.0895 -27.0217
N 1.8833 -11.3291 -26.8626
H 1.1692 -13.6577 -27.3599
H -0.5181 -13.4216 -26.8625
H 2.4094 -11.9928 -27.4018
H 2.0652 -10.3432 -26.6943
C 7.6815 -4.7092 -25.6325
O 8.6907 -4.0665 -25.4068
N 6.4837 -4.5516 -24.9716
N 7.5922 -5.7903 -26.4605
H 6.2487 -3.7782 -24.3735
H 5.7176 -5.1197 -25.2763
H 6.8173 -6.4308 -26.4699
H 8.3531 -6.1057 -27.0371
C 3.4175 -10.2127 -21.4085
O 2.9150 -9.0902 -21.2569
N 3.5707 -11.0504 -20.3579
N 3.8167 -10.7583 -22.5841
H 3.6484 -10.6948 -19.4218
H 3.8788 -11.9857 -20.5505
H 4.3443 -11.6102 -22.5796
H 3.7451 -10.2463 -23.4445
C 4.3501 -5.7396 -22.1660
O 4.4027 -4.5045 -22.1797
N 3.2369 -6.4795 -22.3057
N 5.4652 -6.4713 -21.9239
H 2.4160 -6.0494 -22.6884
H 3.3155 -7.4589 -22.0471
H 5.5046 -7.4687 -22.0091
H 6.2861 -5.9162 -21.7485
C 7.7742 -10.2043 -25.0212
O 8.7665 -10.9224 -24.9613
N 6.5078 -10.6601 -24.8055
N 7.8273 -8.9059 -25.4146
H 6.4003 -11.6571 -24.7510
H 5.7150 -10.0884 -25.0443
H 6.9571 -8.5116 -25.7455
H 8.7105 -8.6322 -25.8080



72
Properties=species:S:1:pos:R:3 method="wB97M-V/def2-TZVPD" e_homo_ev=-9.89 de_lowest_kcal_mol=0.0 smiles=CC(C)O.CC(C)O.CC(C)O.OCCO.OCCO.OCCO.O.O homo_lumo_gap_ev=10.29 lumo_ev=0.399
O 4.4908 0.9134 -0.8659
H 4.6400 0.1995 -1.4950
H 3.6686 1.3184 -1.1739
O 1.0489 -0.2315 4.3464
H 0.2340 -0.2694 4.8547
H 1.1529 -1.1164 3.9813
C 5.5648 -1.1932 2.1134
C 5.1314 -2.3779 2.9469
O 3.7461 -2.5850 2.8956
O 4.9065 -1.3248 0.8579
H 6.6514 -1.2047 1.9873
H 5.2696 -0.2539 2.5983
H 5.3859 -2.2774 4.0014
H 5.6708 -3.2667 2.5766
H 3.4370 -2.3823 2.0046
H 4.9536 -0.4828 0.3841
C -3.3181 -2.1125 1.3216
C -4.5202 -1.6187 2.0458
O -4.5615 -0.2117 1.8166
O -2.1269 -1.5514 1.8588
H -3.4125 -1.8373 0.2610
H -3.1937 -3.1939 1.3501
H -4.4205 -1.8402 3.1140
H -5.4276 -2.1119 1.6781
H -5.4043 0.1251 2.1316
H -2.2645 -0.5967 1.8605
C -0.3607 -5.0793 1.0831
C 1.0281 -4.5642 0.8112
O 1.9242 -5.2191 1.7018
O -0.4168 -6.4872 1.0480
H -1.0176 -4.6972 0.2966
H -0.7275 -4.6887 2.0407
H 1.0645 -3.4764 0.9587
H 1.3190 -4.7277 -0.2351
H 2.8206 -5.0909 1.3816
H 0.4024 -6.8132 1.4387
C -2.1822 4.9404 -2.0413
C -0.9955 5.8854 -1.9541
C 0.2784 5.1292 -1.6457
O -0.7952 6.5666 -3.2037
H -2.1344 4.3862 -2.9792
H -3.1659 5.4271 -2.0467
H -2.2176 4.2768 -1.1742
H -1.1656 6.6310 -1.1664
H 0.1309 4.4576 -0.7952
H 1.1218 5.7691 -1.3891
H 0.5713 4.4942 -2.4865
H -1.6024 7.0488 -3.4056
C -3.0556 1.0017 -4.1938
C -2.2085 1.2558 -2.9551
C -2.6662 0.3941 -1.7954
O -0.8257 0.9585 -3.2150
H -2.8470 1.7723 -4.9423
H -4.1156 1.0522 -3.9498
H -2.8415 0.0181 -4.6139
H -2.3026 2.3078 -2.6756
H -2.7685 -0.6562 -2.0760
H -3.6275 0.7202 -1.3853
H -1.9810 0.4542 -0.9448
H -0.7004 0.8910 -4.1649
C 0.2691 1.7322 0.5437
C 1.2483 0.6929 0.0242
C 0.7677 -0.7344 0.2788
O 1.5169 0.8049 -1.3905
H -0.5900 1.8421 -0.1242
H 0.7480 2.7132 0.5788
H -0.0332 1.4554 1.5521
H 2.1958 0.8534 0.5444
H 0.5114 -0.8611 1.3342
H 1.5297 -1.4834 0.0603
H -0.0952 -0.9262 -0.3617
H 0.6891 1.0570 -1.8176



79
Properties=species:S:1:pos:R:3 method="wB97M-V/def2-TZVPD" e_homo_ev=-6.09 de_lowest_kcal_mol=571.9 total_charge=-1 homo_lumo_gap_ev=6.74 lumo_ev=0.650
As -8.6752 -3.3072 10.2100
F -7.2488 -2.2448 10.0612
F -8.9576 -2.7593 11.9537
F -10.1698 -4.3690 10.3480
F -8.4385 -3.6580 8.4579
F -7.6746 -4.6852 10.6246
F -9.7900 -2.0495 9.6779
O -10.0510 -6.1665 11.1710
H -10.1194 -5.2118 11.1764
H -9.8940 -6.3906 10.2537
O -11.3333 -0.9338 9.7926
H -11.9477 -0.7741 9.0762
H -10.7835 -1.6529 9.4814
O -6.5272 -1.6319 8.4959
H -7.1320 -0.8984 8.3852
H -6.9634 -2.2103 9.1216
O -6.0832 -4.6187 11.8499
H -5.9067 -3.6788 11.8084
H -6.9558 -4.7162 11.4688
C -6.3350 -8.2878 9.1720
C -6.9845 -6.8972 9.4986
C -7.8305 -7.1105 10.8565
O -5.9492 -5.9355 9.6456
H -5.5085 -8.4512 9.8636
H -5.9575 -8.1627 8.1572
H -7.1039 -9.0603 9.1816
H -7.6772 -6.4567 8.7814
H -8.6670 -7.7984 10.7339
H -8.3043 -6.1543 11.0788
H -7.1688 -7.1771 11.7201
H -6.3358 -5.3040 10.2566
C -11.6649 -2.6678 14.1218
C -10.2086 -3.0589 14.5225
C -9.9112 -4.5471 14.0611
O -9.4462 -2.0806 13.8245
H -11.6415 -3.0368 13.0965
H -12.0604 -1.6621 14.2642
H -12.4045 -3.2993 14.6141
H -10.0303 -3.0164 15.5970
H -8.8649 -4.7572 14.2827
H -9.9922 -4.6321 12.9774
H -10.4582 -5.2280 14.7132
H -9.0545 -2.4822 13.0454
C -10.4137 -6.9481 6.7939
C -10.1102 -6.4043 8.2686
C -11.1640 -5.2560 8.6372
O -10.2067 -7.4559 9.2360
H -11.4963 -7.0084 6.6825
H -9.9378 -7.8297 6.3645
H -10.1784 -6.1072 6.1415
H -9.0576 -6.1248 8.3135
H -11.1100 -4.9716 9.6880
H -12.2145 -5.4749 8.4455
H -11.0176 -4.3887 7.9934
H -11.0964 -7.7951 9.1137
C -9.1005 -5.0664 5.1924
C -7.8590 -4.6244 5.7530
C -7.7730 -3.0601 5.8764
O -7.6622 -5.2095 7.0504
H -9.9487 -4.8751 5.8497
H -8.9824 -6.1313 4.9922
H -9.3082 -4.5766 4.2410
H -6.9110 -4.7604 5.2324
H -6.8823 -2.7337 6.4133
H -8.5904 -2.4232 6.2148
H -7.5603 -2.6857 4.8751
H -8.1498 -4.7125 7.7114
C -9.5490 1.6330 10.2991
C -8.5808 0.5508 10.7872
C -8.8933 -0.0624 12.1577
O -8.5047 -0.4546 9.8574
H -9.3796 1.8879 9.2530
H -9.3703 2.5272 10.8963
H -10.5462 1.1939 10.2700
H -7.5374 0.8546 10.7027
H -7.9342 -0.5180 12.4043
H -9.8138 -0.6216 11.9899
H -9.1354 0.6939 12.9043
H -9.1806 -1.0830 10.1218



107
Properties=species:S:1:pos:R:3 method="wB97M-V/def2-TZVPD" e_homo_ev=-8.00 smiles="O=C(Cl)C[C@]1([PH2]=S)OS(=O)(=O)O[C@H]1CP(=O)(O)O.NC(N)=O.NC(N)=O.NC(N)=O.NC(N)=O.NC(N)=O.NC(N)=O.NC(N)=O.NC(N)=O.NC(N)=O.NC(N)=O" homo_lumo_gap_ev=7.28 lumo_ev=-0.725
O 3.3575 2.5214 -1.6763
C 2.5119 3.1429 -2.4950
Cl 3.2960 4.2818 -3.7840
C 0.8825 3.0335 -2.5301
C 0.2255 1.7996 -1.6814
P 0.5002 1.6408 0.1990
S 2.1006 0.5687 0.6798
O 0.7002 0.4954 -2.2225
S -0.1400 -0.1302 -3.5944
O 0.8154 0.1834 -4.7803
O -0.6819 -1.5889 -3.4997
O -1.5225 0.8616 -3.3854
C -1.3479 1.8233 -2.2461
C -2.5713 2.0006 -1.1743
P -3.0262 3.8803 -0.9876
O -4.1508 3.9393 0.1426
O -1.6311 4.8691 -0.6380
O -3.7404 4.5283 -2.4741
H 0.3987 4.0459 -2.1565
H 0.5944 2.8514 -3.6750
H -0.5948 0.9520 0.8978
H 0.5450 2.9682 0.8171
H -1.4187 2.8522 -2.8494
H -3.5333 1.5138 -1.6826
H -2.4357 1.4523 -0.1520
H -1.2783 5.2991 -1.4881
H -3.5448 3.8839 -3.2339
C 3.6501 -1.2365 3.9865
O 2.7076 -1.5315 3.2685
N 4.6640 -0.4557 3.5718
N 3.7590 -1.6659 5.2567
H 5.4484 -0.2018 4.1483
H 4.6209 -0.1111 2.6217
H 3.0166 -2.2563 5.6085
H 4.5271 -1.4337 5.8633
C -3.8552 4.1165 4.4968
O -3.3935 3.8318 5.5906
N -3.3240 3.6697 3.3445
N -4.9365 4.9023 4.3460
H -3.6900 3.8932 2.4344
H -2.5086 3.0749 3.4133
H -5.3672 5.2599 5.1887
H -5.3313 5.1478 3.4538
C -2.8236 -3.5230 -6.5427
O -3.4290 -4.4276 -7.0957
N -2.8622 -2.2502 -6.9766
N -2.0637 -3.7180 -5.4499
H -2.3706 -1.4918 -6.5345
H -3.4229 -2.0601 -7.7968
H -2.0075 -4.6620 -5.0906
H -1.5579 -2.9859 -4.9806
C -2.5236 2.0065 8.9514
O -3.1290 1.1018 8.3984
N -2.5622 3.2792 8.5176
N -1.7637 1.8114 10.0442
H -2.0706 4.0376 8.9596
H -3.1229 3.4693 7.6973
H -1.7075 0.8674 10.4036
H -1.2579 2.5435 10.5135
C 2.0842 -3.0564 -6.1861
O 1.7332 -3.3211 -5.0471
N 2.6888 -3.9519 -6.9876
N 1.8978 -1.8456 -6.7417
H 2.9850 -3.7526 -7.9282
H 2.8480 -4.8759 -6.6079
H 1.4460 -1.1421 -6.1720
H 2.1798 -1.6087 -7.6778
C 5.8979 -3.2541 -4.5351
O 6.0517 -3.2881 -5.7458
N 4.6884 -3.3413 -3.9528
N 6.9243 -3.1266 -3.6749
H 4.5418 -3.3153 -2.9578
H 3.8887 -3.4383 -4.5646
H 7.8522 -3.0579 -4.0721
H 6.8177 -3.0969 -2.6751
C -1.9234 -2.9456 -0.2768
O -1.8202 -1.7316 -0.1978
N -1.2346 -3.7872 0.5150
N -2.7352 -3.5504 -1.1628
H -1.3063 -4.7895 0.4649
H -0.6119 -3.3728 1.1961
H -3.2719 -2.9530 -1.7780
H -2.8337 -4.5483 -1.2428
C 2.8780 5.3562 0.7954
O 2.2763 4.6231 0.0265
N 2.3429 5.7980 1.9479
N 4.1299 5.7879 0.5589
H 2.8227 6.4020 2.5937
H 1.4018 5.4964 2.1641
H 4.5696 5.4784 -0.2981
H 4.6416 6.3916 1.1799
C 3.5092 -0.9296 8.7615
O 3.6893 -0.0023 7.9879
N 4.5159 -1.6798 9.2446
N 2.2878 -1.2841 9.2000
H 4.3874 -2.4472 9.8824
H 5.4517 -1.4462 8.9396
H 1.5021 -0.7449 8.8604
H 2.1195 -2.0444 9.8369
C -5.4103 -5.1048 -3.9699
O -4.3316 -5.2710 -3.4226
N -6.5423 -4.8576 -3.2864
N -5.5634 -5.1541 -5.3055
H -7.4397 -4.7180 -3.7193
H -6.4710 -4.8122 -2.2784
H -4.7357 -5.3379 -5.8574
H -6.4432 -5.0198 -5.7744